Formula: C38H34N3O4P2Tl
Source: OMol25
Level of theory: ωB97M-V with the def2-TZVPD basis set

Properties
HOMO-LUMO gap	8.3	eV
lowest unoccupied orbital energy	0.233	eV
HOMO level	-8.11	eV

Cartesian coordinates (Å):
Tl (-0.8560, -1.3481, 2.3531)
C (-0.3464, 2.4348, -1.6774)
N (-0.8493, 1.0941, -1.3595)
P (-2.4169, 0.9427, -0.6803)
C (-3.4696, 1.3371, -2.1253)
C (-4.8343, 1.5367, -1.9058)
C (-5.6962, 1.7518, -2.9673)
C (-5.2096, 1.7622, -4.2699)
C (-3.8597, 1.5525, -4.4993)
C (-2.9950, 1.3383, -3.4318)
C (-2.6111, 2.4916, 0.2944)
C (-2.9511, 3.7347, -0.2404)
C (-3.0247, 4.8562, 0.5707)
C (-2.7508, 4.7566, 1.9296)
C (-2.4131, 3.5282, 2.4758)
C (-2.3535, 2.4064, 1.6603)
P (0.3672, -0.0227, -0.7954)
C (1.5842, 0.0746, -2.1661)
C (1.2236, 0.0246, -3.5121)
C (2.1945, 0.0333, -4.4972)
C (3.5419, 0.0745, -4.1480)
C (3.9099, 0.1162, -2.8140)
C (2.9302, 0.1259, -1.8267)
C (-0.3510, -1.6488, -1.2302)
C (-1.3788, -1.8674, -2.1436)
C (-1.7968, -3.1594, -2.4236)
C (-1.1872, -4.2446, -1.8053)
C (-0.1562, -4.0361, -0.9021)
C (0.2527, -2.7417, -0.6126)
H (-1.1077, 2.9890, -2.2273)
H (0.5402, 2.3670, -2.3066)
H (-0.0959, 3.0080, -0.7778)
H (-5.2238, 1.5277, -0.8933)
H (-6.7512, 1.9083, -2.7817)
H (-5.8838, 1.9290, -5.0999)
H (-3.4735, 1.5562, -5.5108)
H (-1.9389, 1.1737, -3.6129)
H (-3.1692, 3.8272, -1.2977)
H (-3.2937, 5.8130, 0.1412)
H (-2.8050, 5.6352, 2.5598)
H (-2.1988, 3.4382, 3.5334)
H (-2.1053, 1.4451, 2.0958)
H (0.1755, -0.0261, -3.7849)
H (1.9061, -0.0031, -5.5401)
H (4.3003, 0.0715, -4.9204)
H (4.9551, 0.1409, -2.5341)
H (3.2147, 0.1639, -0.7825)
H (-1.8636, -1.0321, -2.6337)
H (-2.6041, -3.3210, -3.1269)
H (-1.5197, -5.2505, -2.0269)
H (0.3270, -4.8731, -0.4138)
H (1.0612, -2.5799, 0.0941)
N (0.3840, -0.4666, 5.7310)
C (0.6841, 0.6370, 5.0020)
C (1.1973, 1.8064, 5.5996)
C (1.4931, 2.8846, 4.8046)
C (1.2852, 2.8129, 3.4246)
C (0.7651, 1.6426, 2.9249)
N (0.4555, 0.5807, 3.6820)
H (0.6801, -0.4939, 6.6893)
H (0.2902, -1.3602, 5.2455)
H (1.3619, 1.8325, 6.6689)
H (1.8938, 3.7864, 5.2506)
H (1.5101, 3.6410, 2.7685)
H (0.5773, 1.5272, 1.8617)
O (0.7684, -4.8544, 4.0289)
C (0.8409, -3.6971, 3.6556)
O (0.0821, -2.7179, 4.0410)
C (1.8898, -3.3231, 2.6196)
C (2.3545, -2.0182, 2.5186)
C (3.3167, -1.6482, 1.5701)
C (3.7611, -2.6360, 0.7315)
O (4.6422, -2.5334, -0.3105)
C (4.8811, -3.8746, -0.7379)
O (3.8755, -4.6998, -0.1591)
C (3.3013, -3.9421, 0.8296)
C (2.3833, -4.3250, 1.7696)
H (1.9834, -1.2743, 3.2108)
H (3.6907, -0.6354, 1.5083)
H (5.8655, -4.1965, -0.3834)
H (4.8111, -3.9243, -1.8227)
H (2.0318, -5.3424, 1.8736)